[1]
The following is a DFT calculation (ωB97M-V with the def2-TZVPD basis set) of an isolated molecule of C5H8O.

Each line ends with the natural charge from an NBO analysis.
Geometry (Å):
C (1.1058, -1.0347, -1.7619)  -0.673
C (0.8533, 0.3237, -1.1984)  -0.028
C (-0.0840, 0.6822, -0.2936)  -0.421
C (-1.1233, -0.1609, 0.2245)  0.078
C (-1.4620, 0.1850, 1.6235)  -0.245
O (-0.4960, 0.8415, 2.4372)  -0.722
H (1.0394, -1.0079, -2.8566)  0.229
H (2.1285, -1.3545, -1.5226)  0.227
H (0.4052, -1.7733, -1.3698)  0.236
H (0.0027, 1.6990, 0.0975)  0.222
H (1.5644, 1.0925, -1.5015)  0.194
H (-1.9180, -0.6542, 2.1690)  0.198
H (-2.2881, 0.9048, 1.4754)  0.240
H (0.2722, 0.2568, 2.4773)  0.464

Atoms 1-6, force components in eV/Å:
-0.1 -0.1 0.0
0.0 0.0 0.0
0.0 -0.1 0.0
0.3 0.3 0.2
-0.2 -0.1 -0.2
0.2 -0.1 0.1

Values from the calculation:
Energy above the lowest of the compared OMol25 structures with the same formula, charge and spin (kJ/mol): 411.9
HOMO-LUMO gap (spin up / spin down) (Eh): 0.280 / 0.280
DFT total energy (eV): -7357.9859

=====

[2]
The following is a DFT calculation (ωB97M-V with the def2-TZVPD basis set) of an isolated molecule of C5H8O in a non-equilibrium geometry.

Each line ends with the natural charge from an NBO analysis.
Geometry (Å):
O (-0.2264, -0.0099, 2.1295)  -0.687
C (-0.1468, 0.0222, 0.7322)  0.276
C (0.8769, 0.9455, 0.0650)  -0.405
C (0.2744, 0.1093, -1.0812)  -0.221
C (0.3706, -1.1399, -0.2136)  -0.427
C (-1.1393, 0.3836, -0.4944)  -0.413
H (-0.9052, -0.6515, 2.3744)  0.473
H (1.9257, 0.7337, 0.2842)  0.199
H (0.6571, 2.0203, 0.0565)  0.200
H (0.6470, 0.0046, -2.0949)  0.215
H (-0.2801, -1.9649, -0.5550)  0.193
H (1.3646, -1.5398, 0.0186)  0.197
H (-1.5207, 1.4144, -0.5443)  0.202
H (-1.9107, -0.3363, -0.8208)  0.199

Atoms 1-6, force components in eV/Å:
-0.8 0.0 -0.8
0.1 -0.6 -0.6
0.2 0.0 -0.2
0.3 -0.2 -0.3
0.0 -0.2 0.7
0.1 0.0 0.1

Values from the calculation:
Energy above the lowest of the compared OMol25 structures with the same formula, charge and spin (kJ/mol): 241.6
HOMO-LUMO gap (Eh): 0.399
DFT total energy (eV): -7359.7511

=====

[3]
The following is a DFT calculation (ωB97M-V with the def2-TZVPD basis set) of C5H8O as an isolated structure in a non-equilibrium geometry.

Each line ends with the natural charge from an NBO analysis.
Geometry (Å):
C (-1.6787, -0.6494, 0.1378)  -0.654
C (-0.7278, 0.1369, -0.7088)  -0.023
O (-0.0346, 1.4286, 1.0673)  -0.589
C (1.0425, 1.0211, 0.6640)  0.454
C (1.4071, -0.4198, 0.2969)  -0.528
C (0.5828, -0.1149, -0.9333)  -0.330
H (-2.4639, -0.0421, 0.5975)  0.228
H (-1.2129, -1.2713, 0.9053)  0.214
H (-2.1580, -1.3158, -0.5949)  0.227
H (-1.2005, 0.9527, -1.2523)  0.200
H (1.8585, 1.7267, 0.4517)  0.121
H (2.4834, -0.5674, 0.1373)  0.224
H (1.0162, -1.1859, 0.9766)  0.235
H (1.0843, 0.3150, -1.7979)  0.219

Atoms 1-6, force components in eV/Å:
0.1 0.0 0.0
-0.2 -1.1 -1.7
1.6 0.4 1.2
0.2 0.8 1.9
-0.4 0.2 -0.2
-0.9 -0.8 -0.8

Values from the calculation:
Energy above the lowest of the compared OMol25 structures with the same formula, charge and spin (kJ/mol): 297.8
HOMO-LUMO gap (Eh): 0.324
DFT total energy (eV): -7359.1683

=====

[4]
The following is a DFT calculation (ωB97M-V with the def2-TZVPD basis set) of an isolated molecule of C5H8O.

Each line ends with the natural charge from an NBO analysis.
Geometry (Å):
C (0.4850, 1.4069, -1.1220)  -0.625
C (-0.5268, 0.3543, -0.6086)  0.059
O (-0.0816, -0.9797, -0.9090)  -0.528
C (0.1606, -1.7167, 0.3257)  -0.097
C (-0.1057, -0.7119, 1.4013)  -0.227
C (-0.5723, 0.4060, 0.8770)  -0.201
H (0.5846, 1.4753, -2.2109)  0.219
H (0.2867, 2.4184, -0.7367)  0.209
H (1.4646, 1.1154, -0.7261)  0.215
H (-1.5771, 0.4906, -0.9166)  0.181
H (-0.5352, -2.5686, 0.3295)  0.182
H (1.1700, -2.1558, 0.4683)  0.180
H (0.1803, -0.8180, 2.4349)  0.218
H (-0.9329, 1.2840, 1.3932)  0.216

Atoms 1-6, force components in eV/Å:
0.0 -0.1 0.0
-0.1 0.2 0.2
0.4 -0.2 0.5
-0.1 0.1 -0.1
0.0 0.2 0.1
0.2 0.0 0.3

Values from the calculation:
Energy above the lowest of the compared OMol25 structures with the same formula, charge and spin (kJ/mol): 125.2
HOMO-LUMO gap (Eh): 0.376
DFT total energy (eV): -7360.9576
Structure (SMILES): C[C@@H]1C=CCO1

=====

[5]
The following is a DFT calculation (ωB97M-V with the def2-TZVPD basis set) of an isolated molecule of C5H8O.

Each line ends with the natural charge from an NBO analysis.
Geometry (Å):
C (1.3344, 0.5193, 1.2263)  -0.712
C (0.1392, 0.2858, 0.3903)  0.288
C (-0.8748, -0.6592, -1.1772)  -0.390
C (-0.7494, -0.9239, 0.3158)  -0.503
C (-0.1951, 0.8616, -0.9004)  0.123
O (0.4297, 1.6261, -1.6643)  -0.707
H (1.2340, 0.1392, 2.2469)  0.229
H (2.1917, 0.0127, 0.7575)  0.264
H (1.5860, 1.5840, 1.2334)  0.262
H (-1.8577, -0.6460, -1.6452)  0.216
H (-0.1722, -1.2451, -1.7689)  0.220
H (-0.1744, -1.8277, 0.5474)  0.244
H (-1.6537, -0.9288, 0.9292)  0.237
H (-1.2378, 1.2021, -0.4910)  0.229

Atoms 1-6, force components in eV/Å:
-0.1 0.1 0.1
0.2 0.1 0.1
-0.2 -0.2 -0.3
0.0 0.0 0.0
0.1 -0.2 0.3
0.0 0.0 -0.1

Values from the calculation:
Energy above the lowest of the compared OMol25 structures with the same formula, charge and spin (kJ/mol): 390.0
HOMO-LUMO gap (spin up / spin down) (Eh): 0.286 / 0.286
DFT total energy (eV): -7358.2128

=====

[6]
The following is a DFT calculation (ωB97M-V with the def2-TZVPD basis set) of an isolated molecule of C5H8O.

Each line ends with the natural charge from an NBO analysis.
Geometry (Å):
O (1.2477, 0.3165, 1.8979)  -0.672
C (0.7493, -0.8441, 1.4957)  0.277
C (-0.6259, -0.5429, 0.9325)  -0.599
C (-0.3191, -0.1689, -0.5104)  0.030
C (-0.2632, 1.3034, -0.8111)  -0.648
C (-0.0190, -1.1085, -1.4081)  -0.394
H (2.1556, 0.1500, 2.1907)  0.500
H (-1.1284, 0.2866, 1.4487)  0.215
H (-1.2466, -1.4413, 0.9805)  0.230
H (-1.2727, 1.7336, -0.8308)  0.219
H (0.2134, 1.5004, -1.7761)  0.216
H (0.2963, 1.8302, -0.0287)  0.224
H (-0.0454, -2.1647, -1.1533)  0.204
H (0.2580, -0.8503, -2.4273)  0.197

Atoms 1-6, force components in eV/Å:
0.1 -0.3 0.0
-0.2 0.4 0.0
0.0 -0.2 0.0
0.1 -0.1 -0.2
0.0 0.1 0.0
-0.1 0.1 0.1

Values from the calculation:
Energy above the lowest of the compared OMol25 structures with the same formula, charge and spin (kJ/mol): 304.3
HOMO-LUMO gap (Eh): 0.348
DFT total energy (eV): -7359.1016

=====

[7]
The following is a DFT calculation (ωB97M-V with the def2-TZVPD basis set) of an isolated molecule of C5H8O.

Each line ends with the natural charge from an NBO analysis.
Geometry (Å):
C (-1.4041, -1.0394, -0.5729)  -0.609
C (-0.6163, 0.2532, -0.6096)  -0.190
C (-0.1978, 0.9281, 0.6667)  -0.398
C (0.8504, 0.4682, -0.3239)  -0.350
C (1.8686, -0.2048, 0.5274)  0.446
O (2.1035, -1.3675, 0.7328)  -0.528
H (-1.0519, -1.7246, 0.2035)  0.221
H (-2.4585, -0.8096, -0.3741)  0.213
H (-1.3520, -1.5674, -1.5306)  0.218
H (-0.9350, 0.9266, -1.4055)  0.220
H (-0.2680, 0.2613, 1.5262)  0.213
H (-0.1891, 1.9812, 0.9243)  0.221
H (1.2900, 1.2892, -0.8911)  0.226
H (2.3601, 0.6055, 1.1268)  0.096

Atoms 1-6, force components in eV/Å:
0.1 0.0 0.0
0.0 0.0 -0.1
-0.1 0.2 0.3
0.2 0.1 0.1
0.1 -0.4 0.1
-0.3 0.2 -0.2

Values from the calculation:
Energy above the lowest of the compared OMol25 structures with the same formula, charge and spin (kJ/mol): 172.8
HOMO-LUMO gap (Eh): 0.393
DFT total energy (eV): -7360.4639
Structure (SMILES): C[C@H]1C[C@H]1C=O

=====

[8]
The following is a DFT calculation (ωB97M-V with the def2-TZVPD basis set) of a 2-piece molecular cluster, C5H8O overall.

Each line ends with the natural charge from an NBO analysis.
Geometry (Å):
O (1.5087, -1.6388, 0.6217)  -0.665
C (0.7155, -0.6418, 0.1760)  0.425
C (-0.7624, -0.8722, 0.1191)  -0.488
C (-1.2091, 0.5376, -0.2317)  -0.416
C (-0.1780, 1.4258, 0.1953)  -0.145
C (1.0054, 0.7227, 0.3111)  -0.350
H (2.2113, -1.2471, 1.1621)  0.486
H (0.1865, -0.2604, -1.8346)  -0.178
H (-1.0128, -1.5985, -0.6559)  0.249
H (-1.1383, -1.2346, 1.0825)  0.236
H (-0.8168, 0.3797, -1.4751)  0.164
H (-2.2534, 0.8042, -0.0899)  0.240
H (-0.2533, 2.5075, 0.2109)  0.218
H (2.0069, 1.1337, 0.4159)  0.225

Atoms 1-6, force components in eV/Å:
0.2 0.0 -0.3
-0.2 0.2 0.0
0.0 0.0 0.0
0.0 0.1 0.2
-0.1 0.0 0.0
-0.1 -0.1 0.0

Values from the calculation:
Energy above the lowest of the compared OMol25 structures with the same formula, charge and spin (kJ/mol): 403.0
HOMO-LUMO gap (Eh): 0.311
DFT total energy (eV): -7358.0787